{"formula": "C42H29F3N4O2RuSSb", "method": "ωB97M-V/def2-TZVPD", "de_lowest_kcal_mol": 43.58, "orbital_gap_ev": [5.7, 5.6], "spin_multiplicity": 2, "charge": 0, "homo_ev": [-7.7, -7.6], "species": ["Ru", "C", "C", "C", "C", "C", "C", "N", "C", "C", "C", "C", "C", "C", "N", "N", "C", "C", "C", "C", "C", "N", "H", "H", "H", "H", "H", "H", "H", "H", "H", "H", "H", "H", "H", "O", "C", "O", "C", "C", "C", "C", "C", "C", "S", "H", "H", "H", "H", "F", "C", "C", "C", "C", "C", "C", "Sb", "C", "C", "C", "C", "F", "C", "C", "C", "C", "C", "C", "F", "C", "C", "H", "H", "H", "H", "H", "H", "H", "H", "H", "H", "H", "H"], "coordinates": [[-0.3554, -0.1010, 0.1975], [-3.4836, 0.0311, 4.6690], [-3.4185, 0.8751, 3.5674], [-2.2698, 0.9297, 2.8042], [-1.1627, 0.1285, 3.1044], [-1.2136, -0.6636, 4.2581], [-2.3684, -0.7142, 5.0198], [-0.0903, 0.1010, 2.2014], [1.2132, 0.0680, 2.5930], [1.7007, 0.3803, 3.8707], [3.0559, 0.3298, 4.1180], [3.9606, -0.0317, 3.1124], [3.5223, -0.3018, 1.8337], [2.1570, -0.2216, 1.5589], [1.5759, -0.3696, 0.3317], [2.2690, -0.6750, -0.7335], [1.5194, -0.6292, -1.8586], [2.1039, -0.8829, -3.1129], [1.3556, -0.7164, -4.2487], [0.0181, -0.3115, -4.1419], [-0.5261, -0.1561, -2.8895], [0.1865, -0.3251, -1.7703], [-4.3901, -0.0393, 5.2548], [-4.2672, 1.4895, 3.2971], [-2.1975, 1.6199, 1.9777], [-0.3572, -1.2606, 4.5420], [-2.3955, -1.3552, 5.8920], [1.0113, 0.6905, 4.6437], [3.4243, 0.5901, 5.1012], [5.0194, -0.0749, 3.3296], [4.2062, -0.5548, 1.0363], [3.1409, -1.1852, -3.1266], [1.7919, -0.8936, -5.2226], [-0.5864, -0.1400, -5.0199], [-1.5679, 0.1062, -2.7534], [-4.4547, 0.6282, -0.3840], [-3.3191, 1.0717, -0.2860], [-2.2757, 0.3267, -0.2395], [-3.1085, 2.5680, -0.2089], [-4.2719, 3.3345, -0.1297], [-4.2359, 4.7117, -0.0507], [-3.0050, 5.3567, -0.0553], [-1.8427, 4.6193, -0.1335], [-1.8646, 3.2176, -0.2035], [-0.2693, 2.4962, -0.2823], [-5.2148, 2.8059, -0.1418], [-5.1552, 5.2788, 0.0076], [-2.9515, 6.4363, 0.0014], [-0.8802, 5.1162, -0.1390], [-0.0187, -9.3541, -1.1530], [-0.0177, -8.0337, -0.8961], [-0.0522, -7.1462, -1.9521], [-0.0575, -5.7864, -1.6742], [-0.0235, -5.3280, -0.3625], [0.0303, -6.2473, 0.6772], [0.0254, -7.6085, 0.4188], [-0.0110, -3.1876, 0.0197], [-1.7958, -3.1552, 1.2258], [-1.9557, -3.8324, 2.4325], [-3.1636, -3.7903, 3.1085], [-4.2066, -3.0632, 2.5645], [-5.3778, -3.0255, 3.2251], [-4.0866, -2.3880, 1.3677], [-2.8731, -2.4457, 0.6995], [1.5008, -3.4615, 1.5231], [2.7465, -3.9412, 1.1286], [3.7612, -4.1159, 2.0558], [3.5097, -3.8159, 3.3814], [4.4887, -4.0011, 4.2870], [2.2896, -3.3293, 3.8031], [1.2896, -3.1471, 2.8582], [-0.0728, -7.5170, -2.9679], [-0.0846, -5.0758, -2.4920], [0.0897, -5.9071, 1.7029], [0.0590, -8.3349, 1.2194], [-1.1426, -4.4059, 2.8578], [-3.3014, -4.3151, 4.0446], [-4.9156, -1.8205, 0.9664], [-2.7821, -1.9319, -0.2480], [2.9262, -4.1861, 0.0876], [4.7391, -4.4764, 1.7653], [2.1290, -3.1025, 4.8490], [0.3287, -2.7572, 3.1627]], "forces_ev_per_a": [[1.588, 3.154, -0.134], [0.009, 0.029, -0.010], [-0.040, -0.066, 0.128], [0.278, 0.040, -0.096], [-0.455, 0.146, 0.670], [0.135, 0.011, -0.256], [-0.015, -0.042, 0.087], [-0.582, -0.266, -0.453], [-0.036, 0.142, -0.663], [0.239, 0.005, 0.370], [-0.415, 0.030, -0.034], [0.207, -0.148, -0.324], [0.102, 0.049, 0.105], [0.036, 0.196, 0.698], [-0.850, -0.408, -1.135], [0.611, 0.235, 1.103], [-0.925, 0.044, -0.708], [0.098, 0.059, 0.447], [-0.236, 0.050, -0.041], [0.190, -0.133, -0.018], [-0.139, 0.033, -0.163], [0.256, -0.039, -0.373], [-0.006, 0.019, 0.009], [0.007, 0.015, -0.017], [-0.014, -0.054, -0.090], [-0.004, -0.059, -0.022], [-0.020, -0.007, -0.004], [0.007, -0.027, -0.011], [0.011, -0.008, 0.013], [-0.005, -0.014, 0.031], [0.009, 0.023, -0.011], [0.026, 0.044, -0.075], [0.032, 0.018, 0.004], [-0.035, -0.034, 0.006], [0.039, 0.025, 0.112], [0.067, -0.098, -0.040], [-0.079, 0.365, 0.198], [-0.136, -0.822, -0.219], [-0.010, 0.018, -0.019], [-0.043, 0.105, -0.028], [-0.015, 0.011, 0.001], [-0.048, -0.021, -0.084], [0.215, -0.115, 0.015], [-0.519, -0.212, 0.161], [0.688, -2.073, 0.409], [0.013, -0.048, 0.007], [-0.002, 0.008, 0.017], [0.020, 0.009, 0.000], [-0.011, 0.042, 0.054], [0.007, -0.022, -0.002], [-0.004, 0.153, 0.009], [-0.007, -0.099, -0.091], [-0.017, 0.054, 0.065], [0.020, 0.535, -0.371], [0.000, 0.037, 0.046], [-0.002, -0.064, 0.026], [-0.325, -0.888, 0.803], [0.357, -0.026, -0.147], [-0.062, 0.013, 0.020], [0.035, -0.087, 0.099], [0.124, 0.041, -0.138], [-0.015, 0.027, 0.042], [-0.163, 0.030, 0.062], [0.066, -0.166, -0.033], [-0.270, 0.180, -0.186], [-0.084, 0.044, 0.033], [0.149, -0.036, -0.020], [-0.111, 0.046, -0.091], [0.022, 0.025, 0.010], [0.029, -0.008, 0.114], [0.028, -0.009, -0.048], [-0.012, -0.025, 0.004], [-0.016, -0.056, -0.049], [0.003, -0.029, 0.028], [0.007, -0.020, -0.011], [-0.005, -0.017, 0.026], [-0.035, 0.017, 0.009], [0.015, 0.041, -0.008], [-0.069, 0.079, 0.060], [0.073, -0.019, 0.008], [-0.004, -0.034, 0.016], [0.035, 0.017, 0.006], [-0.010, 0.034, 0.092]]}

=====

{"formula": "C28H24AsN7Pd", "method": "ωB97M-V/def2-TZVPD", "orbital_gap_ev": 6.7, "spin_multiplicity": 1, "charge": 0, "homo_ev": -6.4, "species": ["Pd", "N", "C", "N", "C", "N", "N", "C", "N", "C", "C", "C", "C", "C", "N", "H", "H", "H", "H", "H", "H", "H", "H", "C", "C", "C", "C", "C", "C", "As", "C", "C", "C", "C", "C", "C", "C", "C", "C", "C", "C", "C", "H", "H", "H", "H", "H", "H", "H", "H", "H", "H", "H", "H", "H", "C", "C", "N", "H", "H", "H"], "coordinates": [[-0.4073, 0.4149, 0.6272], [2.4796, -0.4706, 1.5094], [2.6031, -0.5104, 0.1771], [3.7685, -0.7733, -0.4054], [3.7407, -0.7794, -1.7404], [4.8938, -1.0278, -2.3827], [2.6674, -0.5295, -2.5002], [1.5490, -0.2920, -1.8241], [1.4646, -0.2985, -0.5069], [0.3108, 0.0070, -2.5580], [0.2043, -0.2890, -3.9139], [-0.9732, 0.0151, -4.5691], [-2.0047, 0.5934, -3.8429], [-1.8089, 0.8520, -2.4928], [-0.6784, 0.5768, -1.8598], [3.2901, -0.5026, 2.1018], [1.6132, -0.0247, 1.8269], [5.7196, -1.2370, -1.8558], [4.8882, -1.0817, -3.3837], [1.0407, -0.7450, -4.4184], [-1.0862, -0.1884, -5.6253], [-2.9402, 0.8483, -4.3173], [-2.5947, 1.2993, -1.8955], [-3.0675, -5.6450, 3.8673], [-1.6886, -5.7235, 3.7590], [-0.9977, -4.7740, 3.0298], [-1.6682, -3.7224, 2.4111], [-3.0515, -3.6588, 2.5167], [-3.7474, -4.6157, 3.2385], [-0.5522, -2.3691, 1.4576], [-1.9343, -1.0610, 1.0825], [-2.8924, -1.1124, 0.0630], [-3.9100, -0.1808, 0.0140], [-3.9719, 0.8417, 0.9614], [-3.0288, 0.9349, 1.9626], [-1.9924, -0.0119, 2.0526], [-1.0364, -0.1692, 3.1606], [-0.8878, 0.6787, 4.2554], [0.0363, 0.3848, 5.2424], [0.8135, -0.7587, 5.1649], [0.6748, -1.6157, 4.0825], [-0.2389, -1.3305, 3.0860], [-3.6095, -6.3816, 4.4430], [-1.1548, -6.5286, 4.2442], [0.0841, -4.8329, 2.9336], [-3.5952, -2.8532, 2.0363], [-4.8235, -4.5556, 3.3153], [-2.8443, -1.9158, -0.6674], [-4.6651, -0.2420, -0.7583], [-4.7709, 1.5696, 0.9055], [-3.1076, 1.7304, 2.6952], [-1.4912, 1.5722, 4.3411], [0.1442, 1.0489, 6.0877], [1.5284, -0.9793, 5.9432], [1.2823, -2.5112, 4.0114], [-0.9747, 4.1308, 2.0194], [-0.1010, 3.0357, 1.6897], [0.6647, 2.1983, 1.4832], [-1.6803, 4.2926, 1.2038], [-0.3914, 5.0354, 2.1933], [-1.5325, 3.8866, 2.9241]], "forces_ev_per_a": [[-0.266, 0.131, -0.279], [-0.182, 0.249, -0.010], [0.073, -0.149, -0.246], [0.307, -0.071, 0.115], [-0.262, 0.113, 0.391], [0.153, -0.063, -0.139], [-0.281, -0.001, -0.451], [0.933, -0.207, 0.705], [-0.452, 0.302, -0.073], [-0.597, 0.178, -0.509], [0.091, 0.001, 0.177], [-0.161, 0.090, 0.118], [0.110, -0.044, -0.071], [-0.131, 0.076, -0.185], [0.307, -0.084, -0.283], [0.026, 0.035, -0.092], [0.488, -0.289, 0.151], [0.012, -0.024, 0.032], [0.022, 0.011, 0.008], [0.075, -0.018, -0.035], [-0.011, -0.032, -0.012], [-0.086, 0.025, 0.007], [0.028, 0.007, 0.007], [-0.050, -0.022, 0.041], [0.044, -0.143, 0.107], [0.178, 0.206, -0.193], [0.196, 0.016, -0.099], [0.011, 0.202, -0.139], [-0.032, -0.047, 0.038], [-0.515, -0.387, 0.496], [0.391, -0.023, 0.021], [-0.542, -0.066, -0.270], [0.169, -0.527, -0.277], [0.069, 0.369, 0.433], [-0.508, 0.204, -0.103], [0.324, -0.055, -0.190], [0.080, -0.404, 0.440], [-0.143, -0.021, -0.218], [0.059, 0.025, 0.098], [0.107, 0.024, 0.094], [-0.043, -0.146, -0.195], [-0.102, 0.145, 0.109], [-0.036, -0.067, 0.019], [0.049, -0.056, 0.032], [-0.059, -0.103, 0.063], [0.001, 0.011, 0.018], [-0.094, 0.024, 0.001], [-0.037, 0.095, 0.003], [-0.020, -0.031, -0.050], [-0.019, 0.028, 0.046], [0.017, -0.016, 0.048], [-0.089, 0.064, 0.000], [0.014, 0.065, 0.066], [0.060, -0.035, 0.086], [0.033, 0.022, 0.042], [-0.447, 0.248, 0.058], [0.733, -0.420, -0.013], [0.050, 0.527, 0.082], [0.009, 0.059, 0.055], [-0.042, -0.034, -0.044], [-0.010, 0.035, -0.028]]}

=====

DFT total energy values, unit eV, following the record order: -82186.465, -104175.837.